Computed, not measured: C32H34N4O4PtSe as an isolated structure in a non-equilibrium geometry, with wB97M-V/def2-TZVPD.

Geometry as XYZ:
```
76
Properties=species:S:1:pos:R:3:forces:R:3
Pt 0.919556 -0.968755 -2.107559 0.60 -1.75 1.01
C 2.650094 0.229175 -4.480017 -0.13 -0.14 -0.08
O 2.567267 -0.670213 -3.343160 -0.20 0.15 -0.79
C 3.431042 -1.759495 -3.287517 0.04 -0.15 -0.13
C 4.340968 -2.096383 -4.257785 0.05 0.20 -0.46
C 5.071297 -3.269521 -4.107833 0.12 -0.20 0.06
C 4.877776 -4.092669 -3.005185 0.03 0.12 -0.15
C 3.980849 -3.716655 -2.017084 0.13 -0.06 0.21
C 3.288994 -2.528391 -2.152824 0.01 0.26 0.71
N 2.380466 -2.012529 -1.169963 -0.14 -0.54 0.60
N 2.529743 -2.472321 0.006678 0.01 0.31 -0.91
C 1.621742 -2.320118 0.978664 -1.41 0.65 0.18
C 0.278681 -1.783154 0.773768 1.70 -0.81 0.77
O -0.059336 -1.108605 -0.256597 -1.36 0.48 -1.72
C -0.704716 -2.011394 1.803249 0.27 0.39 -0.69
C -0.360935 -2.606702 2.960585 0.62 -0.35 0.59
C 0.997910 -3.013373 3.259086 -0.76 0.25 -0.24
C 1.325591 -3.575619 4.495612 0.30 -0.18 0.38
C 2.628899 -3.931691 4.777234 -0.33 0.01 0.18
C 3.629442 -3.711917 3.826432 0.02 0.02 -0.16
C 3.318529 -3.177478 2.593656 0.09 -0.05 0.08
C 1.994145 -2.837179 2.287489 -0.06 -0.09 -0.40
H 3.628327 0.700024 -4.491919 0.07 -0.02 0.11
H 1.887610 0.976707 -4.323046 -0.01 0.16 0.12
H 2.475153 -0.316090 -5.405553 0.00 -0.14 0.03
H 4.478714 -1.472403 -5.132626 0.01 -0.10 0.06
H 5.782663 -3.549920 -4.875567 -0.06 0.03 0.06
H 5.424050 -5.023391 -2.916042 -0.05 0.07 -0.01
H 3.809864 -4.329124 -1.140999 0.04 0.05 -0.04
H -1.721512 -1.683629 1.599849 0.10 -0.11 0.02
H -1.120344 -2.781792 3.719346 0.11 0.01 -0.06
H 0.543519 -3.722452 5.232927 0.06 -0.01 -0.03
H 2.875823 -4.372740 5.737197 -0.02 0.07 -0.11
H 4.657904 -3.965835 4.059619 -0.10 0.02 -0.04
H 4.093890 -3.003288 1.859296 -0.03 -0.04 0.03
N -1.265173 -1.098472 -4.279915 -0.90 -0.09 -1.01
C -0.490211 -0.907720 -3.456134 0.42 0.43 1.17
H -1.940217 -1.239320 -5.008893 0.18 -0.02 0.11
O 1.562416 2.838499 -3.000358 -0.24 0.07 0.21
C 1.219454 2.368308 -1.895121 0.89 -1.66 -0.21
O 1.396674 1.187798 -1.461367 -0.24 2.67 0.23
C 0.552550 3.343059 -0.931507 0.29 0.28 0.19
N 0.678377 4.715811 -1.584098 -0.16 -0.05 0.89
C 1.538912 5.576540 -0.686846 -0.18 -0.20 0.25
C 1.319381 4.971643 0.697963 -0.10 -0.14 -0.11
C 1.269862 3.460249 0.422628 -0.09 0.35 -0.09
H -0.490560 3.058168 -0.838802 -0.20 0.24 0.06
H -0.216560 5.153074 -1.770356 -0.12 0.02 0.05
H 1.114995 4.449934 -2.479367 0.36 -0.11 -0.67
H 1.240303 6.615847 -0.764890 -0.04 0.06 -0.12
H 2.571307 5.476127 -1.006912 0.04 -0.08 -0.12
H 0.367649 5.321944 1.111095 0.10 0.00 -0.01
H 2.115273 5.251522 1.386632 -0.06 0.00 -0.02
H 0.747146 2.897593 1.191944 0.03 0.00 0.02
H 2.278400 3.057783 0.338745 -0.01 -0.07 -0.02
C -7.399175 1.181921 2.982878 0.31 -0.07 -0.04
C -6.101960 1.042628 2.248077 -0.31 0.01 0.13
C -4.883397 1.298157 2.897641 0.14 0.10 0.16
C -3.679749 1.195530 2.251038 -0.02 0.15 0.29
C -2.420052 1.518239 3.014034 -0.16 -0.10 -0.21
C -3.688185 0.814593 0.843076 0.52 -0.12 -0.39
Se -2.141470 0.767868 -0.077745 -0.23 -0.05 0.23
C -4.953439 0.511922 0.174955 -0.18 -0.13 -0.06
C -5.044544 0.069414 -1.262589 0.11 0.04 0.29
C -6.106126 0.651163 0.894538 -0.12 0.03 -0.16
H -7.248715 1.327197 4.049734 0.01 0.01 -0.02
H -8.026741 0.302463 2.826336 0.02 0.01 -0.06
H -7.955499 2.039830 2.593985 0.03 -0.01 -0.06
H -4.896719 1.596473 3.942252 -0.04 -0.07 -0.13
H -2.620865 1.544964 4.084676 -0.04 0.01 -0.10
H -2.038391 2.499067 2.717929 -0.04 -0.03 -0.03
H -1.631551 0.795317 2.822298 0.05 -0.07 -0.02
H -4.473542 -0.842758 -1.425559 0.06 -0.05 0.01
H -4.644314 0.826244 -1.932873 0.05 0.08 -0.04
H -6.081675 -0.118499 -1.535753 0.06 0.02 0.07
H -7.057533 0.458799 0.407220 0.08 0.00 0.11
```
Positions in Å, forces in eV/Å.

Values from the calculation:
max |F|: 2.69 eV/A
total charge: +2
ΔE to the lowest compared entry with this formula, charge and spin: 2.4759 eV
lowest unoccupied orbital energy (alpha / beta): -8.53 / -8.58 eV

Atomic charges from the Löwdin analysis, expressed in e, are listed below: atom 1 (Pt): 1.283, atom 2 (C): -0.003, atom 3 (O): -0.270, atom 4 (C): -0.222, atom 5 (C): 0.001, atom 6 (C): -0.046, atom 7 (C): -0.051, atom 8 (C): 0.004, atom 9 (C): -0.185, atom 10 (N): -0.104, atom 11 (N): 0.123, atom 12 (C): -0.119, atom 13 (C): -0.296, atom 14 (O): -0.295, atom 15 (C): -0.024, atom 16 (C): 0.015, atom 17 (C): -0.167, atom 18 (C): -0.024, atom 19 (C): -0.059, atom 20 (C): -0.051, atom 21 (C): -0.017, atom 22 (C): -0.108, atom 23 (H): 0.118, atom 24 (H): 0.067, atom 25 (H): 0.108, atom 26 (H): 0.120, atom 27 (H): 0.119, atom 28 (H): 0.118, atom 29 (H): 0.120, atom 30 (H): 0.095, atom 31 (H): 0.127, atom 32 (H): 0.119, atom 33 (H): 0.114, atom 34 (H): 0.115, atom 35 (H): 0.111, atom 36 (N): 0.189, atom 37 (C): -0.251, atom 38 (H): 0.119, atom 39 (O): 0.007, atom 40 (C): -0.611, atom 41 (O): -0.130, atom 42 (C): -0.170, atom 43 (N): 0.100, atom 44 (C): -0.084, atom 45 (C): -0.142, atom 46 (C): -0.104, atom 47 (H): 0.107, atom 48 (H): 0.179, atom 49 (H): 0.132, atom 50 (H): 0.132, atom 51 (H): 0.140, atom 52 (H): 0.120, atom 53 (H): 0.126, atom 54 (H): 0.116, atom 55 (H): 0.132, atom 56 (C): 0.002, atom 57 (C): -0.159, atom 58 (C): 0.021, atom 59 (C): -0.244, atom 60 (C): -0.047, atom 61 (C): -0.519, atom 62 (Se): 1.182, atom 63 (C): -0.249, atom 64 (C): -0.055, atom 65 (C): 0.019, atom 66 (H): 0.092, atom 67 (H): 0.108, atom 68 (H): 0.115, atom 69 (H): 0.137, atom 70 (H): 0.095, atom 71 (H): 0.096, atom 72 (H): 0.061, atom 73 (H): 0.087, atom 74 (H): 0.083, atom 75 (H): 0.092, atom 76 (H): 0.140